{"formula": "C3H6N2O2", "method": "the ωB97M-V functional and the def2-TZVPD basis", "smiles": "C/N=C\\CON=O", "max_force_ev_per_a": 3.84, "homo_lumo_gap_ev": 9.88, "total_charge": 0, "lumo_ev": 0.533, "relative_energy_ev": 5.928, "species": ["O", "O", "N", "N", "C", "C", "C", "H", "H", "H", "H", "H", "H"], "xyz": [[-3.32546, 0.60767, -1.51758], [-1.25867, 1.00289, -1.44386], [0.47824, -0.09605, 1.41585], [-2.29218, 0.18339, -1.19025], [-0.09030, 0.64672, 0.63127], [1.38042, -1.22417, 1.10986], [0.06165, 0.67492, -0.93731], [-0.72547, 1.39813, 0.96016], [1.77450, -1.42137, 2.19147], [0.74706, -1.95481, 0.73586], [0.62346, 1.54486, -1.21935], [2.20472, -1.03885, 0.39966], [0.42202, -0.32334, -1.13579]], "forces_ev_per_angstrom": [[-0.252, 0.834, -0.525], [0.701, 1.709, -1.325], [1.050, -1.267, 1.848], [0.462, -2.372, 1.301], [0.890, 0.448, -3.705], [1.105, 2.249, 2.728], [-1.917, -0.584, 2.896], [-1.378, 1.395, 0.968], [-0.295, -0.469, -2.402], [-0.859, -1.980, -0.460], [0.636, -0.109, -0.438], [-0.296, 0.150, 0.328], [0.153, -0.004, -1.213]]}



{"formula": "C3H6N2O2", "method": "the ωB97M-V functional and the def2-TZVPD basis", "smiles": "[H]/N=C/O[C@@]1(N)CO1", "max_force_ev_per_a": 0.50, "homo_lumo_gap_ev": 10.73, "total_charge": 0, "lumo_ev": 1.007, "relative_energy_ev": 3.217, "species": ["O", "O", "N", "N", "C", "C", "C", "H", "H", "H", "H", "H", "H"], "xyz": [[1.18013, -0.70970, -0.22076], [-1.04443, -0.05467, -0.41583], [0.43829, 1.16027, -1.67999], [-1.66556, -0.95458, 1.56575], [-1.19236, -1.14270, 0.41738], [1.18783, 0.48006, 0.58254], [0.27751, 0.35775, -0.54378], [2.09366, 1.06438, 0.42665], [-0.87444, -2.08840, -0.02888], [0.81281, 0.42961, 1.60389], [-1.75313, -1.84446, 2.05245], [0.93156, 2.02440, -1.51781], [-0.39188, 1.27801, -2.24162]], "forces_ev_per_angstrom": [[0.126, 0.041, -0.482], [-0.033, 0.210, 0.111], [0.142, -0.269, -0.206], [0.075, -0.195, -0.278], [-0.144, 0.048, 0.326], [0.009, 0.367, 0.214], [0.175, 0.056, 0.023], [-0.145, 0.103, 0.193], [-0.158, 0.150, 0.092], [0.082, -0.271, -0.116], [-0.037, -0.009, -0.016], [-0.165, -0.093, 0.026], [0.073, -0.138, 0.113]]}



{"formula": "C3H6N2O2", "method": "the ωB97M-V functional and the def2-TZVPD basis", "smiles": "[H]/N=C(/N)OC(C)=O", "max_force_ev_per_a": 2.83, "homo_lumo_gap_ev": 10.69, "total_charge": 0, "lumo_ev": 0.742, "relative_energy_ev": 1.627, "species": ["O", "O", "N", "N", "C", "C", "C", "H", "H", "H", "H", "H", "H"], "xyz": [[-1.76256, -0.61023, 0.55764], [0.10486, 0.82636, 0.56477], [2.21981, 0.26531, 1.39313], [0.79815, -1.30829, 0.42567], [1.07924, -0.04514, 0.96343], [-1.01504, 0.07200, -0.08130], [-1.28776, 0.69816, -1.41474], [0.01296, -1.82448, 0.80469], [-2.15382, 0.21943, -1.87715], [-1.52234, 1.75463, -1.27164], [-0.40340, 0.61831, -2.04775], [1.58649, -1.93270, 0.45752], [2.34341, 1.26664, 1.52574]], "forces_ev_per_angstrom": [[1.067, 0.317, -0.588], [-1.344, -1.298, -0.074], [-0.139, 0.029, 0.474], [0.436, -1.289, 0.428], [0.385, -0.067, -1.535], [-1.000, 2.340, 1.231], [0.097, -0.586, -0.256], [-0.092, 0.450, 0.076], [0.230, -0.026, 0.054], [0.183, -0.050, 0.176], [-0.104, 0.069, -0.034], [0.493, 0.201, 0.083], [-0.210, -0.090, -0.036]]}



{"formula": "C3H6N2O2", "method": "the ωB97M-V functional and the def2-TZVPD basis", "smiles": "[H]/N=C/OCC(N)=O", "max_force_ev_per_a": 1.16, "homo_lumo_gap_ev": 10.50, "total_charge": 0, "lumo_ev": 0.822, "relative_energy_ev": 1.729, "species": ["O", "O", "N", "N", "C", "C", "C", "H", "H", "H", "H", "H", "H"], "xyz": [[2.14144, 0.04547, 1.40596], [-0.72013, -1.47354, 0.21183], [1.10794, 1.26131, -0.19087], [-1.13649, 0.23383, -1.18772], [-1.11608, -1.00888, -0.96888], [-0.12316, -0.51677, 1.12631], [1.15136, 0.25200, 0.72674], [-0.73833, 0.30543, 1.53386], [1.89745, 1.88926, -0.15245], [-1.40412, -1.76932, -1.70991], [-1.40594, 0.40257, -2.14179], [0.11287, -1.17994, 1.95255], [0.23320, 1.55860, -0.60564]], "forces_ev_per_angstrom": [[0.130, -0.032, -0.226], [0.078, 0.336, -0.047], [0.152, -0.053, 0.361], [-0.393, -0.108, -0.326], [-0.105, 0.513, -0.084], [0.105, -0.006, 0.227], [0.266, 0.033, 0.332], [-0.746, -0.661, -0.601], [-0.063, -0.107, -0.049], [0.177, -0.029, 0.613], [-0.276, 0.166, -0.388], [0.410, 0.296, 0.034], [0.263, -0.348, 0.153]]}



{"formula": "C3H6N2O2", "method": "the ωB97M-V functional and the def2-TZVPD basis", "smiles": "C=C(O)NC(N)=O", "max_force_ev_per_a": 3.78, "homo_lumo_gap_ev": 9.07, "total_charge": 0, "lumo_ev": 0.699, "relative_energy_ev": 3.449, "species": ["O", "O", "N", "N", "C", "C", "C", "H", "H", "H", "H", "H", "H"], "xyz": [[1.45758, 1.45193, 0.67024], [-0.23560, -0.96732, 0.85996], [-2.40407, -0.42139, 0.34453], [-0.49932, 0.59318, -0.61713], [1.12378, 0.37275, -0.05016], [-1.06238, -0.34414, 0.12241], [1.97823, -0.40581, -0.69773], [1.71432, 1.15487, 1.55743], [3.03838, -0.27487, -0.52548], [-2.72069, -1.31431, 0.69131], [-1.01361, 1.42752, -0.86389], [1.64173, -1.30958, -1.18300], [-3.01834, 0.03718, -0.30848]], "forces_ev_per_angstrom": [[-0.181, -0.167, 0.872], [-2.205, -0.646, -0.673], [-0.298, -0.306, -0.647], [2.687, -0.805, 0.098], [-1.384, 1.935, -2.932], [1.326, -0.324, 3.436], [-0.310, -0.303, 0.281], [-0.075, 0.145, -0.198], [-0.076, 0.043, 0.106], [0.005, 0.164, 0.085], [0.587, 0.207, -0.084], [-0.035, 0.221, -0.274], [-0.040, -0.165, -0.070]]}



{"formula": "C3H6N2O2", "method": "the ωB97M-V functional and the def2-TZVPD basis", "smiles": "CNNC(=O)C=O", "max_force_ev_per_a": 8.73, "homo_lumo_gap_ev": 8.18, "total_charge": 0, "lumo_ev": -0.497, "relative_energy_ev": 4.386, "species": ["O", "O", "N", "N", "C", "C", "C", "H", "H", "H", "H", "H", "H"], "xyz": [[-1.48465, 1.37674, 1.03733], [0.19665, -1.73182, 1.03601], [1.16612, 0.34308, -0.86014], [0.13057, 0.93073, -0.44416], [0.99567, -0.49428, -2.04056], [-0.61864, 0.55369, 0.58226], [-0.69053, -0.84952, 1.24426], [-1.57327, -0.85873, 1.95179], [0.41344, -1.35999, -1.81851], [2.04374, -0.83169, -2.40314], [-0.21346, 1.77621, -1.04652], [1.76442, -0.11062, -0.03252], [0.67327, 0.04946, -2.82350]], "forces_ev_per_angstrom": [[1.893, -2.189, -0.737], [-3.797, 2.925, 1.127], [7.711, -4.087, -0.094], [-5.212, 3.994, 0.104], [4.018, -2.096, 2.133], [-4.242, 2.374, 1.659], [3.913, -1.599, -1.082], [0.842, -0.495, -0.636], [-0.690, -0.719, -0.150], [-1.601, 0.340, 0.851], [0.693, -1.686, 2.096], [-1.849, 1.258, -2.763], [-1.678, 1.980, -2.511]]}



{"formula": "C3H6N2O2", "method": "the ωB97M-V functional and the def2-TZVPD basis", "smiles": "CN/N=C\\C(=O)O", "max_force_ev_per_a": 4.11, "homo_lumo_gap_ev": 9.00, "total_charge": 0, "lumo_ev": -0.159, "relative_energy_ev": 4.504, "species": ["O", "O", "N", "N", "C", "C", "C", "H", "H", "H", "H", "H", "H"], "xyz": [[-0.79081, -0.96205, 2.22180], [-1.46408, -0.56106, 0.07241], [0.21540, 0.66654, -0.97693], [1.25544, 0.13437, -0.35703], [0.59565, 1.53133, -2.15849], [0.85383, -0.52372, 0.70648], [-0.48907, -0.67427, 1.08094], [1.48093, -0.83287, 1.54808], [-0.87530, -0.81155, -0.84038], [-0.38225, 2.10318, -2.59588], [1.23876, 2.36244, -1.77433], [-0.66011, 0.93151, -0.35752], [1.17888, 0.82571, -2.76957]], "forces_ev_per_angstrom": [[-0.190, 0.484, -1.098], [2.027, -2.386, -1.258], [-1.336, 2.881, -1.950], [-0.655, -0.975, 2.168], [-1.485, 1.089, 1.325], [2.939, 0.909, -0.297], [-3.467, -1.168, 1.400], [0.576, -0.086, -1.012], [-2.446, 1.270, 3.043], [2.400, -2.032, 0.704], [-0.251, -0.674, -0.496], [2.424, -0.191, -2.036], [-0.537, 0.877, -0.492]]}



{"formula": "C3H6N2O2", "method": "the ωB97M-V functional and the def2-TZVPD basis", "smiles": "[H]/N=C/OCC(N)=O", "max_force_ev_per_a": 3.30, "homo_lumo_gap_ev": 10.29, "total_charge": 0, "lumo_ev": 0.498, "relative_energy_ev": 3.914, "species": ["O", "O", "N", "N", "C", "C", "C", "H", "H", "H", "H", "H", "H"], "xyz": [[0.56244, 0.11598, 2.63474], [0.30029, -1.47551, -0.29128], [-0.49915, 0.07634, -1.76503], [0.44396, 1.37691, 0.74711], [0.25768, -0.95601, -1.52041], [0.21521, 0.25245, 1.47650], [-0.53114, -0.86152, 0.73006], [0.02601, 1.48890, -0.16536], [0.87332, 2.16181, 1.21332], [1.01241, -0.27369, -2.02051], [-1.45431, -0.48044, 0.28394], [-0.74491, -1.64712, 1.45138], [-0.46182, 0.22191, -2.77447]], "forces_ev_per_angstrom": [[-0.146, 0.054, -0.405], [0.289, 0.109, -0.296], [-2.814, -0.740, 0.021], [-0.014, -0.004, 0.080], [0.273, 3.067, 0.623], [0.069, -0.054, 0.065], [-0.139, -0.195, 0.029], [0.028, -0.020, 0.167], [-0.044, -0.115, -0.073], [2.052, -2.553, -0.383], [0.130, -0.076, 0.082], [0.060, 0.052, -0.118], [0.253, 0.473, 0.209]]}



{"formula": "C3H6N2O2", "method": "the ωB97M-V functional and the def2-TZVPD basis", "smiles": "NC(=O)CNC=O", "max_force_ev_per_a": 5.64, "homo_lumo_gap_ev": 10.21, "total_charge": 0, "lumo_ev": 0.649, "relative_energy_ev": 2.005, "species": ["O", "O", "N", "N", "C", "C", "C", "H", "H", "H", "H", "H", "H"], "xyz": [[-2.88204, -1.04685, 0.13218], [2.21907, 1.31119, 0.39189], [0.90583, 1.13368, -1.43274], [-0.86234, -0.27001, 0.24987], [-1.91495, -0.95838, 0.82903], [1.36340, 0.68103, -0.17956], [0.53860, -0.31877, 0.66188], [-1.92345, -1.56726, 1.73899], [1.08517, -1.26960, 0.38568], [0.68899, 0.51556, -2.19592], [-1.10037, -0.00478, -0.71473], [0.58417, -0.17165, 1.67805], [1.29792, 1.96583, -1.54463]], "forces_ev_per_angstrom": [[-2.431, -0.180, -0.405], [0.653, -0.057, -0.175], [-1.634, -4.948, 2.165], [0.468, -0.523, 0.852], [1.042, -0.197, -1.866], [-1.422, 1.422, 1.296], [0.105, -1.323, -4.352], [1.025, 0.670, 0.552], [-0.916, 0.190, 0.560], [0.032, 0.182, -0.025], [0.255, -0.143, 0.880], [0.716, 0.726, 2.143], [2.108, 4.180, -1.625]]}



{"formula": "C3H6N2O2", "method": "the ωB97M-V functional and the def2-TZVPD basis", "max_force_ev_per_a": 5.90, "homo_lumo_gap_ev": [8.26, 8.26], "total_charge": 0, "lumo_ev": [-0.214, -0.214], "relative_energy_ev": 6.394, "species": ["O", "O", "N", "N", "C", "C", "C", "H", "H", "H", "H", "H", "H"], "xyz": [[0.86233, -0.65281, 3.29438], [-0.36540, -0.47784, 1.44022], [0.71461, -0.28099, 2.16502], [1.32502, 0.89516, 0.03723], [-1.56165, -0.48832, -1.52625], [-0.28299, -0.35477, -1.08855], [0.02296, 0.61534, -0.16336], [-0.66482, 1.43784, 0.13471], [1.59750, 1.12303, 0.98011], [-1.90572, -1.26813, -2.12168], [-2.16379, 0.20325, -1.07184], [0.53315, -0.93512, -1.65793], [1.88879, 0.18337, -0.42207]], "forces_ev_per_angstrom": [[-1.521, -0.790, -0.302], [0.665, -0.089, 1.574], [0.612, 1.139, -1.112], [-0.238, -0.251, -1.807], [3.551, -0.012, 1.373], [-1.382, -2.777, -5.014], [1.497, 2.294, 3.518], [0.213, -1.089, -0.231], [0.138, 0.147, 0.213], [-0.512, -0.917, -1.160], [-2.280, 1.265, 0.752], [-1.091, 0.739, 1.550], [0.349, 0.341, 0.647]]}